Formula: C25H18F3MoN4O4STe
Source: the Open Molecules 2025 dataset
Level of theory: ωB97M-V with the def2-TZVPD basis set

Its gap between HOMO and LUMO (alpha / beta) is 6.301 / 5.897 eV. As for the spin multiplicity: 3. The calculation puts the LUMO energy (alpha / beta) at -4.4 / -5.0 eV. The net charge is +1.

The geometry in XYZ format:
```
57
C25H18F3MoN4O4STe ωB97M-V with the def2-TZVPD basis set
Mo -0.040 -0.093 -0.204
O 5.643 1.494 4.971
C 4.386 1.969 5.067
O 4.130 2.907 5.762
C 3.341 1.261 4.252
C 2.233 1.999 3.850
C 1.258 1.421 3.059
C 1.382 0.081 2.715
C 2.454 -0.682 3.147
C 3.443 -0.081 3.909
N 0.359 -0.533 1.911
C -0.371 -1.415 2.472
C -1.462 -2.003 1.706
C -2.352 -2.911 2.244
C -3.405 -3.356 1.456
C -3.530 -2.870 0.167
C -2.590 -1.969 -0.308
N -1.570 -1.547 0.441
H 5.723 0.891 4.220
H 2.156 3.032 4.162
H 0.394 1.987 2.737
H 2.531 -1.722 2.857
H 4.282 -0.678 4.245
H -0.222 -1.693 3.511
H -2.225 -3.252 3.262
H -4.121 -4.065 1.849
H -4.340 -3.180 -0.476
H -2.659 -1.572 -1.311
F -2.676 4.508 -0.059
C -1.469 4.864 0.395
F -1.468 4.684 1.727
F -1.309 6.170 0.163
C -0.375 4.054 -0.253
C 0.616 4.650 -1.013
C 1.603 3.871 -1.606
C 1.591 2.511 -1.391
N 0.652 1.938 -0.627
C -0.345 2.671 -0.100
S -1.493 1.634 0.712
H 0.609 5.723 -1.149
H 2.375 4.315 -2.217
H 2.337 1.849 -1.811
O 0.083 -1.684 -1.681
N -0.512 -1.058 -2.599
O -0.785 0.104 -2.204
Te 2.545 -0.860 -0.578
C 3.967 0.292 0.490
C 3.829 1.625 0.857
C 4.883 2.296 1.464
C 6.083 1.644 1.708
C 6.221 0.307 1.354
C 5.169 -0.366 0.749
H 2.899 2.151 0.699
H 4.763 3.334 1.748
H 6.906 2.177 2.168
H 7.154 -0.212 1.534
H 5.292 -1.406 0.474
```

=====

Formula: C6H14N3
Source: the Open Molecules 2025 dataset
Level of theory: ωB97M-V with the def2-TZVPD basis set

Its gap between HOMO and LUMO (alpha / beta) is 7.700 / 7.698 eV. As for the spin multiplicity: 1. The calculation puts the LUMO energy (alpha / beta) at -4.4 / -4.4 eV. The net charge is +1.

The geometry in XYZ format:
```
23
C6H14N3 ωB97M-V with the def2-TZVPD basis set
C 0.460 0.699 0.384
C 2.073 -1.123 -0.176
C 1.137 -1.932 0.637
C -1.798 1.388 0.718
C -2.697 -0.792 -0.778
C 2.444 1.289 -0.623
N -0.859 0.503 0.071
N -1.286 -0.365 -0.700
N 1.618 0.125 -0.297
H 0.539 1.605 0.833
H 2.903 -1.551 -0.834
H 0.818 -1.334 1.552
H 1.736 -2.847 0.973
H 0.214 -2.103 0.065
H -2.494 0.651 1.322
H -1.219 2.103 1.249
H -2.481 1.843 0.003
H -3.456 -0.124 -0.497
H -2.856 -1.214 -1.753
H -2.787 -1.627 -0.138
H 3.487 1.038 -0.863
H 2.391 1.920 0.335
H 2.111 1.847 -1.481
```

=====

Relative energy (zero: lowest compared OMol25 entry of this formula, charge and spin), respectively: 0.0, 445.5 kJ/mol.